[1]
# C19H14Cl2IIrN4O2S2

A molecular structure, C19H14Cl2IIrN4O2S2 at a distorted geometry (ωB97M-V/def2-TZVPD, the Open Molecules 2025 dataset).

Each line ends with the Mulliken spin population.
Positions of all 45 atoms, in Å:
Ir (-0.0879, 1.2270, -0.7319)  0.72
C (2.5035, 0.8632, 3.3768)  0.00
C (2.3911, -0.3683, 2.5292)  0.01
N (3.2673, -1.3418, 2.7516)  0.00
C (3.2426, -2.4327, 1.9971)  0.00
C (2.3763, -2.6280, 0.9327)  -0.01
C (2.5128, -3.8770, 0.0888)  0.00
O (1.2830, -4.5553, -0.1199)  0.00
C (1.4451, -1.6144, 0.6633)  0.01
C (0.6282, -1.7559, -0.5530)  0.01
N (0.1180, -0.7679, -1.1714)  0.01
C (-0.5310, -0.6738, -2.4327)  -0.01
C (-0.7507, -1.5909, -3.4395)  0.00
C (-1.2857, -1.0779, -4.6174)  0.00
C (-1.5372, 0.2838, -4.7606)  0.00
C (-1.2830, 1.1989, -3.7342)  -0.01
C (-0.8054, 0.6836, -2.5521)  0.00
I (2.1609, 1.9375, -1.6601)  0.12
C (1.4449, -0.5065, 1.5107)  -0.02
O (0.5316, 0.5385, 1.2922)  0.02
H (3.4924, 0.8727, 3.8272)  0.00
H (1.7643, 0.8656, 4.1782)  0.00
H (2.3636, 1.7687, 2.7849)  0.00
H (3.9765, -3.1937, 2.2399)  0.00
H (3.2510, -4.5331, 0.5526)  0.00
H (2.8947, -3.6225, -0.9016)  0.00
H (1.0692, -5.0810, 0.6576)  0.00
H (0.5329, -2.7527, -0.9745)  0.00
H (-0.5111, -2.6414, -3.3393)  0.00
H (-1.4857, -1.7451, -5.4441)  0.00
H (-1.9252, 0.6510, -5.7015)  0.00
H (-1.4650, 2.2542, -3.8739)  0.00
S (-0.2151, 3.1898, 0.5320)  0.11
C (-0.9687, 2.5069, 1.9492)  -0.01
S (-0.5659, 0.9006, 2.5415)  0.02
C (-1.8509, 3.2079, 2.7045)  0.00
C (-2.3982, 4.4498, 2.2537)  0.00
N (-2.8300, 5.4394, 1.8608)  0.00
C (-2.2941, 2.6482, 3.9453)  0.00
N (-2.6388, 2.2005, 4.9472)  0.00
Cl (-2.5093, 0.6980, -0.0496)  0.01
C (-3.7163, 1.8249, -0.8513)  0.00
Cl (-3.0104, 3.2296, -1.5709)  0.00
H (-4.3766, 2.1059, -0.0392)  0.00
H (-4.2075, 1.2133, -1.5982)  0.00

Forces on atoms 1 to 2 (eV/Å):
Ir -0.5 -0.3 0.9
C 0.0 0.0 0.0

Summary:
Orbital gap (spin up / spin down) = 7.337 / 5.587 eV
Net charge = +1
DFT total energy = -3220.3742 Eh
HOMO level (spin up / spin down) = -11.946 / -11.844 eV
LUMO (spin up / spin down) = -4.61 / -6.26 eV
Relative energy (zero: lowest compared OMol25 entry of this formula, charge and spin) = 237.1 kJ/mol
2S+1 = 2



[2]
# C19H14F2NO4S

A gas-phase ion, C19H14F2NO4S (charge -1) at a distorted geometry (ωB97M-V/def2-TZVPD, the Open Molecules 2025 dataset).

Each line ends with the Mulliken charge.
Positions of all 41 atoms, in Å:
C (2.5549, 2.5590, -1.2534)  -1.20
C (2.0433, 2.7726, 0.1384)  0.86
C (1.9462, 1.4822, 0.9352)  0.13
C (1.1988, 0.4336, 0.1149)  0.30
C (1.7104, -0.9583, 0.0859)  0.43
C (3.0008, -1.2966, -0.3660)  -0.29
C (3.2964, -2.6397, -0.6240)  -0.65
C (2.3562, -3.6419, -0.3450)  -0.37
C (1.0772, -3.2929, 0.1141)  -0.57
C (0.7454, -1.9571, 0.2837)  -0.47
O (0.0999, 0.6888, -0.3648)  -0.61
O (1.6686, 3.8614, 0.5578)  -0.55
H (3.3179, 1.7593, -1.2885)  0.24
H (1.7141, 2.2680, -1.9140)  0.26
H (2.9803, 3.5021, -1.6217)  0.42
H (2.9003, 1.1297, 1.3485)  0.47
H (3.7219, -0.4940, -0.5388)  0.27
H (4.2672, -2.9103, -1.0437)  0.35
H (2.6120, -4.6951, -0.4876)  0.36
H (0.3293, -4.0539, 0.3359)  0.36
H (-0.2627, -1.6565, 0.5705)  0.39
F (4.3039, 2.7349, 5.6833)  -0.27
C (3.3769, 3.5076, 5.0079)  0.42
F (3.9727, 4.6911, 4.6450)  -0.23
S (2.8947, 2.5601, 3.5650)  -0.12
N (1.2080, 3.3244, 3.4413)  0.11
C (0.5212, 2.7077, 2.4928)  -0.53
O (0.9416, 1.5683, 2.0162)  -0.51
C (-0.7150, 3.3707, 2.2299)  1.76
C (-0.7908, 4.4180, 3.1428)  -0.67
C (-1.9093, 5.2340, 3.1562)  -0.26
C (-2.9429, 4.9567, 2.2461)  -0.57
C (-2.8278, 3.9225, 1.2963)  -0.51
C (-1.7069, 3.0946, 1.2884)  -0.58
C (0.4711, 4.4593, 3.9339)  -0.03
O (0.8393, 5.2306, 4.8025)  -0.82
H (2.5032, 3.7218, 5.6313)  0.14
H (-1.9683, 6.0550, 3.8631)  0.43
H (-3.8570, 5.5581, 2.2531)  0.32
H (-3.6208, 3.7770, 0.5594)  0.39
H (-1.5694, 2.2829, 0.5759)  0.39

Forces on atoms 1 to 2 (eV/Å):
C 0.2 0.3 -0.8
C -0.5 1.3 0.5

Summary:
Structure (SMILES) = CC(=O)[C@@H](Oc1c2ccccc2c([O-])n1SC(F)F)C(=O)c1ccccc1
Orbital gap = 3.805 eV
Net charge = -1
DFT total energy = -1686.0017 Eh
HOMO level = -1.422 eV
LUMO = 2.38 eV
Relative energy (zero: lowest compared OMol25 entry of this formula, charge and spin) = 107.8 kJ/mol
2S+1 = 1